{"formula": "C26H26F3Zr", "method": "ωB97M-V/def2-TZVPD", "species": ["C", "Zr", "C", "C", "C", "C", "C", "C", "C", "C", "C", "C", "C", "H", "H", "H", "H", "H", "H", "H", "H", "H", "H", "H", "H", "H", "H", "H", "H", "F", "C", "F", "F", "C", "C", "C", "C", "C", "C", "C", "C", "C", "C", "C", "C", "C", "H", "H", "H", "H", "H", "H", "H", "H", "H", "H"], "xyz": [[-0.321, 2.380, 4.205], [-0.178, 0.247, 1.875], [-0.172, 1.727, 0.235], [-1.817, -1.137, 2.930], [-2.470, 0.140, 2.877], [-2.696, 0.443, 1.497], [-2.109, -0.581, 0.700], [-1.577, -1.570, 1.579], [1.663, -0.647, 3.256], [2.273, 0.401, 2.448], [2.129, 0.034, 1.056], [1.375, -1.201, 0.977], [1.150, -1.651, 2.346], [-0.420, 1.374, 4.833], [0.775, 2.632, 3.799], [-1.242, 2.607, 3.394], [-0.095, 1.090, -0.682], [-1.095, 2.341, 0.158], [0.712, 2.399, 0.266], [-1.627, -1.742, 3.828], [-2.914, 0.658, 3.736], [-3.251, 1.305, 1.104], [-2.154, -0.683, -0.388], [-1.199, -2.552, 1.265], [1.731, -0.769, 4.320], [2.857, 1.226, 2.821], [2.525, 0.552, 0.206], [1.170, -1.767, 0.093], [0.743, -2.608, 2.621], [-0.429, 8.126, 0.977], [0.303, 8.254, 2.150], [1.651, 8.223, 1.815], [0.038, 9.514, 2.657], [-0.058, 7.117, 3.077], [0.946, 6.580, 3.887], [0.571, 5.569, 4.783], [-0.715, 4.986, 4.790], [-0.796, 3.542, 5.245], [-2.058, 3.168, 6.002], [-1.927, 2.318, 7.102], [-2.957, 1.409, 7.476], [-4.205, 1.508, 6.844], [-4.403, 2.454, 5.838], [-3.348, 3.321, 5.455], [-1.696, 5.674, 4.064], [-1.361, 6.653, 3.125], [1.961, 7.037, 3.927], [1.389, 5.107, 5.375], [0.022, 3.309, 5.767], [-0.940, 2.167, 7.555], [-2.799, 0.724, 8.331], [-5.054, 0.902, 7.218], [-5.410, 2.604, 5.405], [-3.541, 3.913, 4.580], [-2.697, 5.370, 4.054], [-2.110, 7.163, 2.535]], "homo_lumo_gap_ev": 3.22, "charge": -1, "energy_ev": -36813.0352}

{"formula": "C6H15N3O9", "method": "ωB97M-V/def2-TZVPD", "species": ["C", "N", "O", "O", "H", "H", "H", "C", "N", "O", "O", "H", "H", "H", "C", "N", "O", "O", "H", "H", "H", "C", "O", "C", "O", "O", "C", "H", "H", "H", "H", "H", "H"], "xyz": [[2.037, 1.066, 0.877], [1.689, 0.226, 2.031], [1.796, -0.967, 1.892], [1.416, 0.777, 3.103], [3.002, 0.750, 0.481], [2.063, 2.132, 1.103], [1.260, 0.934, 0.124], [-2.029, 3.683, 1.667], [-3.567, 3.984, 1.642], [-4.276, 3.237, 1.009], [-4.030, 4.924, 2.262], [-1.841, 2.733, 2.167], [-1.645, 4.556, 2.195], [-1.782, 3.609, 0.608], [-1.989, -1.842, 1.172], [-2.056, -0.392, 0.888], [-2.976, 0.303, 1.397], [-1.225, 0.089, 0.159], [-2.780, -2.226, 1.816], [-1.129, -1.963, 1.830], [-1.708, -2.407, 0.283], [0.947, -3.424, -0.704], [1.053, -2.939, -2.036], [1.891, -1.958, -2.367], [2.711, -1.391, -1.621], [1.558, -1.616, -3.586], [2.083, -0.504, -4.194], [-0.081, -3.646, -0.416], [1.423, -2.785, 0.039], [1.345, -4.438, -0.667], [3.167, -0.582, -4.280], [1.831, 0.396, -3.633], [1.844, -0.322, -5.241]], "homo_lumo_gap_ev": 10.37, "charge": 0, "smiles": "C[N+](=O)[O-].C[N+](=O)[O-].C[N+](=O)[O-].COC(=O)OC", "relative_energy_kcal_mol": 24.4, "energy_ev": -29353.5705}

{"formula": "C51H56As2Ge2N3O3Pb", "method": "ωB97M-V/def2-TZVPD", "species": ["Pb", "N", "C", "C", "O", "N", "C", "C", "O", "O", "H", "H", "H", "H", "H", "H", "C", "C", "As", "C", "C", "C", "C", "C", "C", "C", "C", "C", "C", "C", "C", "As", "C", "C", "C", "C", "C", "C", "C", "C", "C", "C", "C", "C", "H", "H", "H", "H", "H", "H", "H", "H", "H", "H", "H", "H", "H", "H", "H", "H", "H", "H", "H", "H", "H", "H", "H", "H", "C", "C", "C", "C", "N", "C", "C", "H", "H", "H", "H", "H", "H", "H", "C", "Ge", "C", "C", "Ge", "C", "C", "C", "C", "C", "C", "C", "C", "C", "C", "C", "C", "H", "H", "H", "H", "H", "H", "H", "H", "H", "H", "H", "H", "H", "H", "H", "H", "H", "H", "H"], "xyz": [[-0.041, 0.664, 0.590], [-1.521, 0.070, 2.880], [-2.916, -0.321, 2.674], [-3.196, -0.719, 1.227], [-3.998, -0.066, 0.555], [-2.616, -1.770, 0.669], [-1.802, -2.738, 1.360], [-0.319, -2.280, 1.399], [0.154, -1.929, 0.291], [0.243, -2.198, 2.500], [-1.458, 0.626, 3.727], [-0.929, -0.750, 3.024], [-3.217, -1.151, 3.331], [-3.563, 0.535, 2.888], [-2.163, -2.906, 2.380], [-1.860, -3.671, 0.795], [3.819, 0.543, 0.298], [3.814, 0.374, 1.813], [2.056, 0.553, 2.732], [2.808, 0.397, 4.593], [2.403, -0.691, 5.362], [2.781, -0.784, 6.690], [3.549, 0.218, 7.262], [3.940, 1.311, 6.506], [3.565, 1.406, 5.178], [1.826, 2.504, 2.759], [0.690, 2.975, 3.419], [0.353, 4.312, 3.413], [1.150, 5.224, 2.735], [2.286, 4.778, 2.086], [2.626, 3.435, 2.108], [2.294, -0.274, -0.703], [2.896, 0.289, -2.495], [1.970, 0.942, -3.303], [2.316, 1.398, -4.563], [3.596, 1.184, -5.044], [4.526, 0.524, -4.256], [4.181, 0.083, -2.989], [2.909, -2.118, -0.635], [3.272, -2.825, -1.772], [3.714, -4.134, -1.674], [3.819, -4.739, -0.433], [3.458, -4.038, 0.707], [2.994, -2.739, 0.605], [4.751, 0.136, -0.114], [3.781, 1.605, 0.034], [4.505, 1.093, 2.271], [4.183, -0.624, 2.079], [1.794, -1.457, 4.890], [2.471, -1.626, 7.290], [3.836, 0.154, 8.300], [4.533, 2.092, 6.959], [3.858, 2.268, 4.589], [0.068, 2.260, 3.952], [-0.531, 4.652, 3.934], [0.880, 6.270, 2.706], [2.916, 5.478, 1.555], [3.533, 3.118, 1.611], [0.961, 1.084, -2.930], [1.590, 1.916, -5.173], [3.871, 1.532, -6.029], [5.525, 0.355, -4.633], [4.914, -0.438, -2.381], [3.202, -2.357, -2.746], [3.974, -4.683, -2.568], [4.176, -5.756, -0.353], [3.527, -4.508, 1.679], [2.637, -2.224, 1.490], [-0.541, 7.048, -1.225], [-0.361, 5.620, -0.831], [-1.320, 4.932, -0.070], [-1.123, 3.626, 0.267], [-0.022, 2.904, -0.088], [0.909, 3.580, -0.817], [0.773, 4.884, -1.201], [-1.580, 7.350, -1.110], [-0.242, 7.203, -2.260], [0.075, 7.697, -0.599], [-2.234, 5.427, 0.224], [-1.871, 3.076, 0.821], [1.772, 2.994, -1.109], [1.540, 5.349, -1.800], [-6.443, -3.615, -2.316], [-5.171, -3.296, -0.804], [-6.202, -2.429, 0.658], [-4.590, -5.097, -0.142], [-3.181, -1.849, -1.207], [-3.337, -0.121, -2.236], [-4.288, -0.034, -3.242], [-4.384, 1.096, -4.038], [-3.516, 2.159, -3.849], [-2.558, 2.083, -2.853], [-2.492, 0.959, -2.050], [-1.665, -2.702, -2.176], [-1.642, -4.044, -2.520], [-0.594, -4.573, -3.254], [0.441, -3.753, -3.667], [0.411, -2.403, -3.359], [-0.634, -1.887, -2.618], [-7.254, -4.238, -1.948], [-5.964, -4.126, -3.146], [-6.866, -2.679, -2.667], [-7.181, -2.886, 0.778], [-6.332, -1.374, 0.439], [-5.664, -2.504, 1.598], [-5.460, -5.729, 0.010], [-4.067, -5.010, 0.806], [-3.938, -5.603, -0.847], [-4.968, -0.861, -3.399], [-5.145, 1.148, -4.803], [-3.582, 3.042, -4.469], [-1.868, 2.900, -2.690], [-1.770, 0.936, -1.232], [-2.462, -4.683, -2.220], [-0.584, -5.623, -3.514], [1.263, -4.160, -4.237], [1.195, -1.743, -3.711], [-0.647, -0.832, -2.375]], "homo_lumo_gap_ev": [4.79, 7.76], "charge": 0, "relative_energy_kcal_mol": 34.3, "energy_ev": -304364.7246, "multiplicity": 2}

{"formula": "C5H3O2S", "method": "ωB97M-V/def2-TZVPD", "species": ["C", "C", "C", "C", "C", "O", "O", "S", "H", "H", "H"], "xyz": [[1.887, -1.433, 0.005], [0.525, -1.354, 0.049], [0.219, 0.559, 0.052], [2.727, -0.316, -0.005], [-0.981, 1.098, 0.021], [-0.453, -2.062, 0.081], [3.940, -0.251, -0.050], [1.781, 1.276, 0.064], [2.372, -2.396, -0.028], [-1.167, 2.168, 0.000], [-1.848, 0.455, 0.013]], "homo_lumo_gap_ev": 7.81, "charge": -1, "relative_energy_kcal_mol": 0.0, "energy_ev": -20164.2708}

{"formula": "C5H6N2O2", "method": "ωB97M-V/def2-TZVPD", "species": ["C", "N", "O", "C", "C", "N", "C", "C", "O", "H", "H", "H", "H", "H", "H"], "xyz": [[2.467, 0.254, 0.383], [1.113, 0.572, -0.033], [0.946, 1.700, -0.489], [0.038, -0.393, 0.081], [-1.334, 0.075, 0.044], [-1.767, 1.190, 0.625], [-3.094, 1.176, 0.325], [-3.405, 0.007, -0.336], [-2.281, -0.667, -0.581], [3.156, 0.518, -0.498], [2.355, -0.747, 0.636], [2.688, 0.953, 1.099], [0.146, -1.406, 0.529], [-3.702, 1.964, 0.475], [-4.292, -0.419, -0.547]], "homo_lumo_gap_ev": [8.18, 8.19], "charge": 0, "smiles": "C/[N+]([O-])=C/c1ncco1", "relative_energy_kcal_mol": 101.5, "energy_ev": -12353.2202}